[1]
DFT (wB97M-V/def2-TZVPD) results for a molecular structure, C14H28Cl14F4MgN2O8S4 at a distorted geometry.

XYZ file:
```
75
Properties=species:S:1:pos:R:3
Mg -2.83294 -0.84784 -1.28481
N -3.68732 -2.42807 -1.63421
S -4.57606 -3.56372 -1.04699
O -3.96687 -4.75388 -0.41792
O -5.90978 -3.61291 -1.59965
F -4.83662 -2.80801 0.40174
S -3.52193 -3.38405 -3.08761
O -4.55283 -3.12036 -4.10138
O -2.89886 -4.69189 -3.00722
F -2.21808 -2.43433 -3.53390
N -1.09734 -0.56053 -0.99127
S 0.18925 -1.44201 -1.11824
O 0.78600 -1.90758 0.14200
O 0.93128 -1.34951 -2.39309
F -0.72969 -2.71677 -1.34967
S -0.32212 0.57628 0.06293
O 0.75426 1.39224 -0.54921
O -0.44193 0.42185 1.49309
F -1.46217 1.66531 -0.02530
Cl -0.47035 3.48085 2.95980
C -0.32631 4.95357 1.96313
C -1.51753 5.02866 0.96779
Cl -1.11142 6.39265 -0.16174
H 0.63605 4.94513 1.45137
H -0.23639 5.81326 2.62717
H -2.46823 5.18564 1.47731
H -1.76769 4.20064 0.30454
Cl -1.12709 -0.06046 7.55579
C -1.00391 -0.57544 5.85983
C -1.27852 0.55176 4.86901
Cl -2.98515 1.00475 4.96511
H -1.73968 -1.36747 5.72045
H -0.03729 -1.06546 5.74311
H -1.04264 0.28267 3.83942
H -0.62346 1.41886 4.95353
Cl 1.84779 4.17107 -1.53876
C 3.53119 3.71012 -1.68270
C 3.83903 2.61926 -0.67830
Cl 3.95691 3.13222 1.02146
H 4.05188 4.66605 -1.62637
H 3.72971 3.37119 -2.69947
H 4.77418 2.07789 -0.82154
H 3.05482 1.86687 -0.76223
Cl 3.85230 -1.86192 0.60545
C 4.31127 -0.42623 1.61312
C 3.15881 0.14974 2.52151
Cl 2.54363 -1.27230 3.51102
H 4.63206 0.40714 0.98806
H 5.18093 -0.67337 2.22198
H 2.27280 0.39188 1.93461
H 3.45221 0.98840 3.15292
Cl -2.43641 3.78807 -5.49060
C -2.72296 5.05335 -4.27409
C -2.01759 4.81492 -2.99073
Cl -2.37458 3.27376 -2.20651
H -3.79446 5.17304 -4.11392
H -2.58125 6.04319 -4.70795
H -2.13875 5.63071 -2.27805
H -0.94779 4.75960 -3.19213
Cl 0.25190 -5.41322 -3.29926
C 1.85836 -4.50705 -3.29340
C 2.01347 -3.78626 -4.65928
Cl 3.64047 -2.89779 -4.76968
H 2.61571 -5.24862 -3.03925
H 1.85613 -3.72895 -2.53008
H 1.31002 -3.00537 -4.94818
H 1.90725 -4.42726 -5.53447
Cl -1.33313 -3.52835 1.79190
C 0.23223 -4.39391 2.07949
C 0.73691 -4.01134 3.41907
Cl -0.19487 -4.92700 4.71264
H 0.99997 -3.94840 1.44688
H 0.09128 -5.46334 1.92276
H 0.53132 -2.96120 3.62653
H 1.80049 -4.23062 3.51301
```

Computed properties:
Kohn-Sham gap in eV: 7.40
Energy relative to the best compared isomer or geometry (same formula, charge and spin) in kcal per mole: 121.0
Largest force on an atom in eV/Å: 11.453
E_HOMO in eV: -10.5


[2]
DFT (wB97M-V/def2-TZVPD) results for 3 unconnected molecules or ions with the total composition C5H9Br6NO at a distorted geometry.

XYZ file:
```
22
Properties=species:S:1:pos:R:3
C -1.65795 0.56614 -0.44376
O -0.75760 -0.07035 0.11267
N -1.93784 0.47982 -1.74443
C -3.25192 1.01644 -2.20890
C -1.12858 -0.15682 -2.81137
H -2.35245 1.23871 0.08305
H -3.79605 1.64649 -1.50530
H -3.91337 0.16537 -2.37099
H -3.19790 1.59677 -3.12998
H -0.81152 0.49027 -3.62920
H -0.13752 -0.45585 -2.47010
H -1.61117 -1.09733 -3.07715
C 2.06041 -2.27387 0.33896
Br 0.90917 -2.65366 -1.22609
Br 3.73152 -1.36145 -0.21810
Br 2.32796 -3.93915 1.50173
H 1.43880 -1.56176 0.88173
C 2.69434 1.28519 4.39863
Br 3.55567 0.91684 6.20084
Br 2.83128 -0.18974 3.03060
Br 3.38367 3.05804 3.69950
H 1.62095 1.29982 4.58763
```

Computed properties:
Spin multiplicity: 2
Charge: -1
Kohn-Sham gap (alpha / beta) in eV: 2.97 / 8.24
Energy relative to the best compared isomer or geometry (same formula, charge and spin) in kcal per mole: 1.6
Largest force on an atom in eV/Å: 3.113
E_HOMO (alpha / beta) in eV: -1.0 / -6.0


[3]
DFT (wB97M-V/def2-TZVPD) results for 12 unconnected molecules or ions with the total composition C48H80F24O24 at a distorted geometry.

XYZ file:
```
176
Properties=species:S:1:pos:R:3
C 1.06798 -4.82110 4.70302
O 1.86354 -5.95878 4.45200
C 1.08240 -7.05951 4.03889
C 1.99074 -8.23294 3.74233
O 1.18239 -9.27128 3.24993
C 1.77003 -10.53400 3.36529
H 0.51951 -4.92336 5.64608
H 0.39881 -4.43650 3.92402
H 1.79655 -4.00728 4.81825
H 0.56869 -6.78118 3.10874
H 0.32319 -7.32268 4.78528
H 2.52891 -8.50223 4.65925
H 2.70497 -7.91585 2.97221
H 2.80746 -10.54848 2.98960
H 1.27427 -11.24547 2.70588
H 1.78578 -10.88582 4.40092
C -5.04322 -3.87607 6.16443
O -3.76560 -3.99013 5.58690
C -3.50230 -3.03132 4.60190
C -2.08593 -3.15532 4.08695
O -1.89369 -4.08049 3.03901
C -2.25785 -5.40070 3.33658
H -5.39181 -2.84114 6.18374
H -4.98866 -4.26174 7.18212
H -5.76266 -4.50278 5.62341
H -3.72991 -1.98259 4.84825
H -4.18063 -3.17152 3.74057
H -1.41564 -3.36941 4.93296
H -1.78448 -2.17420 3.71814
H -1.69607 -5.88623 4.13841
H -2.18086 -5.99774 2.42833
H -3.31938 -5.42095 3.60805
C 4.57023 -2.17693 -0.38252
O 4.09793 -1.25974 -1.35147
C 5.10392 -0.35353 -1.79002
C 4.54951 0.34359 -3.00561
O 5.30651 1.45540 -3.41458
C 6.61328 1.13044 -3.84417
H 4.50026 -1.69435 0.60262
H 5.52677 -2.63136 -0.63647
H 3.82272 -2.96969 -0.28670
H 6.03414 -0.88105 -2.01037
H 5.20676 0.37060 -0.97015
H 3.51755 0.67654 -2.86132
H 4.39417 -0.40060 -3.80784
H 6.95990 1.93708 -4.48306
H 6.63373 0.19081 -4.40920
H 7.27705 0.99446 -2.98394
C -2.39422 1.97657 4.00067
O -2.69027 0.76782 3.31268
C -2.59292 0.90078 1.91731
C -3.26674 -0.22941 1.20432
O -4.57176 -0.39806 1.70169
C -5.11771 -1.67661 1.62206
H -2.88470 1.89550 4.97124
H -2.77023 2.86526 3.49561
H -1.31320 1.99056 4.17062
H -1.52731 0.93409 1.62866
H -2.98896 1.87368 1.59422
H -2.72295 -1.18175 1.29779
H -3.27814 -0.00175 0.12738
H -5.84164 -1.76382 2.43214
H -4.35301 -2.46252 1.62004
H -5.70396 -1.85704 0.70424
C 4.67669 -3.58855 6.83979
C 4.62743 -2.24589 7.52995
O 3.53038 -1.43811 7.07228
C 3.48626 -1.02755 5.82856
O 4.33262 -1.15144 4.98925
C 2.12704 -0.37562 5.51826
F 2.15562 0.33606 4.40978
F 1.25621 -1.40357 5.35442
F 1.67181 0.37719 6.52146
H 4.64303 -3.42757 5.76009
H 3.73628 -4.12989 6.99219
H 5.52141 -4.20039 7.13206
H 5.57344 -1.71709 7.40345
H 4.42313 -2.33873 8.59323
C -1.22194 5.09521 -7.71403
C -1.77627 5.76260 -6.46768
O -1.04141 5.28453 -5.34588
C -1.07026 5.97177 -4.22313
O -1.54628 7.05483 -4.06046
C -0.53349 5.16288 -3.02810
F 0.27717 5.92768 -2.30055
F -1.57559 4.79966 -2.26682
F 0.10883 4.05118 -3.39933
H -0.18769 5.38425 -7.89091
H -1.82710 5.39804 -8.56952
H -1.28783 4.01025 -7.63074
H -2.83970 5.53345 -6.37053
H -1.70937 6.84580 -6.57870
C 1.94620 4.90935 2.34549
C 0.98691 4.32384 1.32717
O 0.11531 5.34638 0.83911
C -1.05028 5.53419 1.41672
O -1.49967 4.94539 2.34536
C -1.82012 6.68063 0.72462
F -2.76608 6.19883 -0.08901
F -2.45829 7.39568 1.66812
F -1.02527 7.50204 0.05795
H 2.46487 4.14539 2.92608
H 1.33754 5.45355 3.07481
H 2.70590 5.56548 1.92625
H 0.50123 3.45169 1.75242
H 1.55351 4.02826 0.44810
C -2.95783 -4.25729 -1.89663
C -2.40568 -3.02326 -1.16585
O -0.98174 -2.96324 -1.29773
C -0.45640 -2.75563 -2.48947
O -1.06606 -2.54476 -3.49397
C 1.04981 -3.06281 -2.53030
F 1.71769 -1.91336 -2.69607
F 1.48782 -3.66070 -1.41976
F 1.32591 -3.84909 -3.56658
H -3.90141 -4.62107 -1.49927
H -2.16469 -5.00012 -1.89670
H -3.19393 -3.93532 -2.91159
H -2.54204 -3.15642 -0.09507
H -2.88360 -2.11068 -1.51422
C 3.47607 4.17419 -1.56879
C 4.60529 4.48269 -2.52812
O 4.22624 5.47034 -3.48234
C 3.96339 6.66336 -3.01965
O 4.29702 7.11894 -1.96475
C 2.98355 7.43931 -3.92281
F 3.64049 8.39938 -4.59716
F 2.36829 6.67119 -4.82165
F 2.07470 8.03078 -3.16157
H 3.28675 5.09503 -1.01962
H 3.65768 3.27887 -0.97168
H 2.54026 3.86625 -2.05153
H 5.01297 3.60259 -3.02495
H 5.47366 4.81577 -1.94706
C 0.38113 -1.80326 2.11460
C 1.50016 -1.46046 1.15631
O 0.94468 -0.76901 0.02844
C 0.97269 0.52969 -0.04829
O 1.46551 1.29784 0.72911
C 0.10249 1.01313 -1.22566
F 0.80200 1.80016 -2.04774
F -0.41596 0.01663 -1.93692
F -0.88632 1.73678 -0.68567
H 0.74303 -2.59351 2.77539
H -0.40421 -2.30245 1.53701
H -0.06841 -0.97137 2.65073
H 1.93867 -2.37033 0.76830
H 2.26158 -0.83679 1.62484
C -7.38485 3.78663 -1.28946
C -5.96977 3.83806 -0.74427
O -5.03228 3.58874 -1.81388
C -4.68900 2.34184 -2.05156
O -4.97010 1.36466 -1.43206
C -3.71473 2.25921 -3.24168
F -2.59136 1.63908 -2.85701
F -4.24169 1.51018 -4.23648
F -3.40386 3.43103 -3.79812
H -7.53278 2.99725 -2.02271
H -7.63255 4.73906 -1.76385
H -8.12527 3.69872 -0.49267
H -5.77672 3.16118 0.08603
H -5.75493 4.84409 -0.39176
C -0.57493 1.49859 -5.49433
C -0.33418 0.09682 -4.92927
O 0.25840 -0.75406 -5.92146
C -0.57686 -1.39186 -6.71896
O -1.75916 -1.24622 -6.77961
C 0.15002 -2.41066 -7.61880
F -0.23166 -2.24569 -8.89000
F 1.47865 -2.30761 -7.55758
F -0.20037 -3.64935 -7.24322
H -1.16745 2.04831 -4.76161
H -1.08774 1.50018 -6.45436
H 0.38334 2.00354 -5.61417
H -1.20839 -0.35865 -4.48300
H 0.43360 0.26707 -4.17859
```

Computed properties:
Kohn-Sham gap in eV: 10.05
SMILES string: CCOC(=O)C(F)(F)F.CCOC(=O)C(F)(F)F.CCOC(=O)C(F)(F)F.CCOC(=O)C(F)(F)F.CCOC(=O)C(F)(F)F.CCOC(=O)C(F)(F)F.CCOC(=O)C(F)(F)F.CCOC(=O)C(F)(F)F.COCCOC.COCCOC.COCCOC.COCCOC
Largest force on an atom in eV/Å: 1.949
E_HOMO in eV: -9.6


[4]
DFT (wB97M-V/def2-TZVPD) results for 2 unconnected molecules or ions with the total composition CH2O3S2 at a distorted geometry.

XYZ file:
```
8
Properties=species:S:1:pos:R:3
C -1.64270 -0.67802 0.01521
O 1.86184 0.87455 -0.65969
O 3.11176 -0.34358 1.10379
O -0.66301 -1.12186 -0.53709
S -1.95707 1.10830 0.17637
S 2.63934 -0.24279 -0.21242
H -2.32352 -1.18124 0.67524
H -1.02662 1.58464 -0.56141
```

Computed properties:
Kohn-Sham gap in eV: 9.48
Energy relative to the best compared isomer or geometry (same formula, charge and spin) in kcal per mole: 2.5
Largest force on an atom in eV/Å: 3.145
E_HOMO in eV: -10.2


[5]
DFT (wB97M-V/def2-TZVPD) results for a molecular structure, C10H19NPbSi at a distorted geometry.

XYZ file:
```
32
Properties=species:S:1:pos:R:3
C -1.08579 1.05866 -2.69799
C 0.09197 1.41617 -3.39823
C 0.74463 2.45598 -2.65884
C -0.04956 2.73047 -1.48997
C -1.18006 1.86940 -1.52904
Pb 1.93037 0.79401 -0.99284
N 0.45396 -0.55792 -0.02463
C -0.81544 -3.34101 -0.38900
C 0.11742 -3.29387 -1.35629
H 1.60360 3.03386 -2.98604
H 0.38446 1.04788 -4.38271
H 0.12729 3.52624 -0.76861
H -2.00707 1.86368 -0.82108
H -1.85332 0.35572 -3.04686
H -0.10689 -3.11520 -2.42478
H -1.88445 -3.29088 -0.64032
H -0.35415 -0.89798 -0.55226
H 1.17635 -3.48181 -1.12773
H -0.54971 -3.57654 0.64906
C 1.81258 0.95355 2.10518
Si 0.28240 -0.08705 1.64911
C 0.22357 -1.57560 2.79293
C -1.27360 0.92042 2.00452
H 2.72786 0.35739 1.98638
H 1.72045 1.23013 3.17570
H 1.90741 1.88327 1.53114
H 0.40200 -1.26290 3.82935
H -0.75258 -2.08427 2.75363
H 0.99958 -2.30297 2.52786
H -1.24118 1.28683 3.04331
H -1.37724 1.79196 1.34374
H -2.17486 0.29236 1.89531
```

Computed properties:
Kohn-Sham gap in eV: 7.14
Largest force on an atom in eV/Å: 1.356
E_HOMO in eV: -7.6


Which of these has the highest largest force on an atom? C14H28Cl14F4MgN2O8S4